Entry 1:
C3H13N3O3 | ωB97M-V/def2-TZVPD

```
22
Properties=species:S:1:pos:R:3:forces:R:3
N 1.672291 0.696222 -1.138896 0.0 0.1 -0.9
C 0.465755 0.403756 -1.961628 0.6 -1.3 0.1
C -0.690346 1.340542 -1.516372 0.6 1.3 -1.4
N -0.747956 1.563392 -0.068371 -0.2 -1.5 0.3
C -1.046309 0.492171 0.810844 -0.1 1.4 -0.5
N -1.876167 -0.532304 0.358646 -0.2 0.3 -0.1
O -0.612956 0.499343 1.961957 -0.3 -0.2 -0.4
H 1.732598 0.092153 -0.316765 0.1 0.1 -0.5
H 2.522801 0.608016 -1.713262 -0.7 -0.1 0.7
H 0.204972 -0.700895 -1.891460 0.0 1.3 0.2
H 0.737459 0.482566 -3.045420 -0.4 0.5 0.9
H -0.532000 2.367293 -2.004117 -0.1 -1.4 0.8
H -1.643757 1.011439 -1.949090 0.0 -0.1 0.4
H 0.017175 2.168929 0.264683 -0.6 -0.8 0.0
H -2.290748 -1.108623 1.101913 0.5 0.6 -0.5
H -2.473471 -0.397151 -0.466669 0.6 0.0 0.7
O 0.601145 -2.449737 -0.311662 2.1 -1.4 -0.5
H -0.219906 -2.028756 -0.259142 -1.9 1.0 0.4
H 1.145054 -2.146061 0.437477 -0.4 0.1 -0.1
O 1.565421 -1.053805 1.759080 -1.2 0.9 -2.1
H 0.738671 -0.540854 1.938207 0.5 -0.2 0.1
H 1.920487 -1.284453 2.571920 1.1 -0.7 2.4
```
Forces are in eV/Å.

Output
frontier orbital gap = 9.94 eV
LUMO = 0.66 eV
SMILES = NCCNC(N)=O.O.O
max |F| = 2.68 eV/A

***

Entry 2:
C3H13N4 | ωB97M-V/def2-TZVPD

```
20
Properties=species:S:1:pos:R:3:forces:R:3
C 1.916994 1.449865 0.337969 -0.9 -1.9 3.1
N 0.955123 0.588096 -0.412440 3.1 0.4 -2.8
N 0.393930 -0.580554 0.247658 1.1 -0.8 -1.3
C 1.002572 -1.924984 0.012342 1.3 -1.2 -2.6
N -0.977404 -0.742212 -0.127670 -0.9 1.5 5.7
C -1.666181 0.521936 0.251843 1.5 3.4 -0.7
N -2.918811 0.751819 -0.340090 -1.3 -1.0 1.3
H 1.548364 1.286108 1.441260 1.1 1.0 -1.6
H 2.968749 1.114204 0.250534 -0.6 0.1 0.2
H 1.859399 2.492902 0.055700 -0.5 0.0 -0.1
H 1.572237 0.366699 -1.265112 -2.0 -0.7 1.3
H 0.578871 -0.411135 1.263853 -1.3 0.1 -0.6
H 0.783963 -2.201027 -1.039849 0.1 0.5 0.3
H 2.119036 -1.952249 0.029164 -0.9 0.4 0.7
H 0.512400 -2.765055 0.512466 0.1 0.8 0.8
H -1.257621 -0.954195 -1.030891 0.9 -0.7 -2.6
H -0.874440 1.337052 -0.205164 -2.4 -1.5 1.5
H -1.848410 0.776799 1.342808 0.9 -1.2 -0.9
H -2.997744 0.704837 -1.306075 0.4 0.3 -2.2
H -3.671025 0.141103 -0.018299 0.3 0.3 0.4
```
Forces are in eV/Å.

Output
frontier orbital gap = 10.29 eV
LUMO = -2.99 eV
SMILES = CN[N@H+](C)NCN
total charge = +1
max |F| = 5.98 eV/A

***

Question: Look up the frontier orbital gap of the first one.
Answer: 9.94 eV

***

Question: The highest max |F| belongs to which entry?
Answer: C3H13N4

***

Question: The lowest frontier orbital gap belongs to which entry?
Answer: C3H13N3O3